[1]
This record from OMol25 describes a structure of composition C3H8N2S at a distorted geometry. The level of theory is ωB97M-V with the def2-TZVPD basis set.

HOMO (eV): -8.69
E (eV): -17053.522
Maximum force (eV/Å): 5.5
Energy relative to the best compared isomer or geometry (same formula, charge and spin) (eV): 3.208
Frontier orbital gap (eV): 9.07
E_LUMO (eV): 0.37

Positions of all 14 atoms, in Å:
1 C -1.18 -0.06 0.20
2 C -0.15 0.85 0.88
3 C 1.01 0.97 0.07
4 H -2.05 1.44 -1.08
5 H -2.58 -0.29 -1.56
6 H -1.99 -2.00 0.17
7 H -0.63 1.77 1.03
8 H 0.04 0.42 1.79
9 H 1.73 1.68 0.38
10 H 0.74 1.46 -0.86
11 H 3.35 -0.32 -0.13
12 N -1.96 0.44 -0.85
13 N -1.37 -1.25 0.65
14 S 1.67 -0.57 -0.32

=====

[2]
This record from OMol25 describes a cluster of 2 separate species, C3H8N2S in total at a distorted geometry. The level of theory is ωB97M-V with the def2-TZVPD basis set.

HOMO (alpha / beta) (eV): -8.27 / -7.49
E (eV): -17051.133
Maximum force (eV/Å): 5.0
Energy relative to the best compared isomer or geometry (same formula, charge and spin) (eV): 5.597
Frontier orbital gap (alpha / beta) (eV): 8.29 / 7.93
E_LUMO (alpha / beta) (eV): 0.02 / 0.44

Positions of all 14 atoms, in Å:
1 C -0.23 -1.32 1.38
2 C -1.19 -0.14 1.14
3 C 1.96 0.47 -1.69
4 N -0.16 -2.04 0.15
5 N -1.13 0.21 -0.31
6 S -0.35 -1.16 -1.13
7 H 0.87 -0.88 1.64
8 H -0.34 -2.02 2.19
9 H -2.33 -0.35 1.38
10 H -0.82 0.81 1.73
11 H 2.01 0.47 -2.73
12 H 2.25 -0.11 -0.92
13 H 1.63 1.44 -1.17
14 H -2.12 0.45 -0.67

=====

[3]
This record from OMol25 describes a cluster of 2 separate species, C3H8N2S in total at a distorted geometry. The level of theory is ωB97M-V with the def2-TZVPD basis set.

HOMO (eV): -8.50
E (eV): -17054.253
Maximum force (eV/Å): 3.9
Energy relative to the best compared isomer or geometry (same formula, charge and spin) (eV): 2.477
Frontier orbital gap (eV): 9.33
SMILES string: CCSN.C#N
E_LUMO (eV): 0.83

Positions of all 14 atoms, in Å:
1 C -0.50 2.01 1.17
2 C -1.02 -0.41 -1.08
3 C -0.02 -1.47 -0.54
4 N 1.87 0.09 0.89
5 N 0.52 2.45 1.47
6 S 0.59 -1.00 1.15
7 H -1.49 1.76 0.87
8 H 1.46 1.01 0.89
9 H -0.57 0.60 -0.96
10 H -1.53 -0.45 -2.06
11 H -1.99 -0.39 -0.45
12 H 0.78 -1.51 -1.27
13 H -0.57 -2.47 -0.32
14 H 2.48 -0.23 0.23